No. 1
ORCA calculation (ωB97M-V with the def2-TZVPD basis set) on a cluster of 6 separate species, C34H30F5N in total at a distorted geometry.

Output
SMILES string: c1cc[nH]c1.Fc1ccccc1.Fc1ccccc1.Fc1ccccc1.Fc1ccccc1.Fc1ccccc1
2S+1: 1
Charge: 0
LUMO level, eV: 0.68

CARTESIAN COORDINATES (ANGSTROEM)
C1 1.16 2.86 3.55
C2 2.05 2.17 2.71
C3 2.22 2.78 1.54
N1 1.43 3.93 1.58
C4 0.87 3.96 2.80
H1 0.96 2.69 4.59
H2 2.46 1.27 3.06
H3 2.88 2.57 0.71
H4 1.19 4.60 0.88
H5 0.12 4.71 3.06
F1 1.56 -5.13 0.75
C5 0.31 -4.98 0.36
C6 -0.67 -5.79 1.01
C7 -2.00 -5.61 0.67
C8 -2.40 -4.78 -0.39
C9 -1.42 -4.07 -1.12
C10 -0.10 -4.11 -0.66
H6 -0.32 -6.45 1.75
H7 -2.68 -6.25 1.15
H8 -3.45 -4.87 -0.70
H9 -1.67 -3.43 -1.99
H10 0.70 -3.50 -1.14
F2 3.26 3.82 -1.33
C11 1.97 4.19 -1.61
C12 0.99 3.26 -1.62
C13 -0.31 3.54 -1.94
C14 -0.59 4.85 -2.38
C15 0.39 5.83 -2.34
C16 1.74 5.50 -1.98
H11 1.25 2.24 -1.39
H12 -1.06 2.79 -1.85
H13 -1.60 5.07 -2.54
H14 0.24 6.83 -2.65
H15 2.52 6.23 -2.03
F3 2.35 -0.96 4.01
C17 1.02 -1.29 4.09
C18 0.37 -0.80 5.21
C19 -1.01 -1.02 5.25
C20 -1.66 -1.74 4.22
C21 -0.98 -2.02 3.07
C22 0.37 -1.80 2.96
H16 0.76 -0.14 5.99
H17 -1.47 -0.55 6.07
H18 -2.72 -1.89 4.38
H19 -1.44 -2.60 2.22
H20 0.91 -1.97 2.07
F4 -3.02 -0.38 -2.19
C23 -2.35 0.16 -1.16
C24 -2.96 1.15 -0.42
C25 -2.21 1.80 0.48
C26 -0.88 1.55 0.71
C27 -0.36 0.42 0.06
C28 -1.09 -0.25 -0.96
H21 -4.04 1.40 -0.58
H22 -2.66 2.62 1.04
H23 -0.18 2.09 1.37
H24 0.64 0.02 0.34
H25 -0.75 -1.13 -1.53
F5 3.19 -1.99 -2.44
C29 2.07 -1.82 -3.21
C30 1.36 -2.95 -3.69
C31 0.20 -2.69 -4.47
C32 -0.24 -1.41 -4.66
C33 0.53 -0.35 -4.20
C34 1.68 -0.54 -3.48
H26 1.68 -3.98 -3.53
H27 -0.31 -3.56 -4.79
H28 -1.09 -1.11 -5.23
H29 0.13 0.62 -4.33
H30 2.18 0.37 -3.13

No. 2
ORCA calculation (ωB97M-V with the def2-TZVPD basis set) on a structure of composition C34H30IrN4O6PS4 at a distorted geometry.

Output
2S+1: 2
Charge: -1
<S²>: 0.758
LUMO level (spin up / spin down), eV: 2.36 / 0.48

CARTESIAN COORDINATES (ANGSTROEM)
Ir1 -0.12 0.25 -0.34
C1 3.91 -0.92 2.61
C2 3.17 0.15 3.41
N1 2.87 1.33 2.61
C3 3.92 2.34 2.52
C4 3.73 3.45 3.54
C5 1.76 1.46 1.88
S1 0.58 0.19 1.95
N2 1.62 2.62 1.24
C6 0.99 2.89 0.13
O1 0.48 2.10 -0.74
C7 0.90 4.33 -0.26
C8 1.66 5.29 0.40
C9 1.55 6.63 0.04
C10 0.69 7.01 -0.97
C11 -0.07 6.05 -1.63
C12 0.04 4.71 -1.28
H1 4.15 -1.76 3.26
H2 4.84 -0.52 2.20
H3 3.31 -1.26 1.77
H4 3.78 0.50 4.25
H5 2.25 -0.25 3.82
H6 3.94 2.73 1.51
H7 4.87 1.82 2.69
H8 2.78 3.96 3.37
H9 4.54 4.19 3.46
H10 3.74 3.06 4.56
H11 2.33 4.98 1.19
H12 2.15 7.37 0.56
H13 0.60 8.05 -1.25
H14 -0.75 6.34 -2.43
H15 -0.54 3.95 -1.79
S2 -1.28 0.33 -2.38
C13 -2.71 1.20 -1.94
C14 -3.62 1.50 -3.01
N3 -4.35 1.72 -3.88
C15 -3.02 1.54 -0.66
S3 -2.00 1.12 0.69
C16 -4.24 2.19 -0.34
N4 -5.22 2.72 -0.04
O2 3.44 -1.08 -2.13
S4 2.48 -0.98 -1.06
O3 2.45 -2.15 -0.18
O4 1.06 -0.84 -1.70
O5 2.58 0.28 -0.28
O6 -0.87 -1.64 0.05
P1 -0.88 -3.09 -0.37
C17 -0.18 -3.51 -1.96
C18 -0.85 -3.08 -3.11
C19 -0.30 -3.32 -4.35
C20 0.91 -4.00 -4.46
C21 1.57 -4.43 -3.32
C22 1.03 -4.19 -2.06
C23 -0.14 -4.15 0.89
C24 -0.47 -5.50 0.96
C25 0.11 -6.31 1.92
C26 1.02 -5.76 2.82
C27 1.34 -4.42 2.75
C28 0.77 -3.60 1.79
C29 -2.63 -3.53 -0.47
C30 -3.08 -4.65 -1.18
C31 -4.44 -4.94 -1.22
C32 -5.35 -4.11 -0.57
C33 -4.90 -2.99 0.12
C34 -3.55 -2.70 0.17
H16 -1.77 -2.52 -3.02
H17 -0.80 -2.96 -5.24
H18 1.35 -4.17 -5.43
H19 2.53 -4.93 -3.40
H20 1.56 -4.48 -1.17
H21 -1.18 -5.93 0.26
H22 -0.14 -7.36 1.97
H23 1.47 -6.39 3.58
H24 2.06 -3.99 3.45
H25 1.04 -2.56 1.71
H26 -2.38 -5.27 -1.72
H27 -4.79 -5.80 -1.78
H28 -6.41 -4.33 -0.62
H29 -5.61 -2.34 0.61
H30 -3.19 -1.82 0.68

No. 3
ORCA calculation (ωB97M-V with the def2-TZVPD basis set) on a structure of composition C34H31AuN4P2STe.

Output
2S+1: 1
Charge: 0
LUMO level, eV: 0.04

CARTESIAN COORDINATES (ANGSTROEM)
Au1 0.24 0.99 0.25
Te1 -4.44 -0.30 -1.79
C1 -5.70 0.45 -0.27
C2 -5.69 -0.10 1.00
C3 -6.50 0.46 1.98
N1 -7.29 1.51 1.78
C4 -7.30 2.03 0.55
C5 -6.53 1.54 -0.50
C6 -2.72 -0.34 -0.62
P1 -1.79 -1.88 -0.33
C7 -3.10 -3.16 -0.36
C8 -3.35 -3.79 -1.58
C9 -4.34 -4.76 -1.70
C10 -5.09 -5.12 -0.58
C11 -4.83 -4.52 0.64
C12 -3.85 -3.55 0.75
C13 -1.49 -1.83 1.50
C14 -2.05 -0.89 2.35
C15 -1.77 -0.92 3.71
C16 -0.95 -1.90 4.24
C17 -0.40 -2.86 3.40
C18 -0.66 -2.82 2.04
P2 -1.75 1.08 -0.84
C19 -2.80 2.51 -0.42
C20 -3.45 3.27 -1.38
C21 -4.36 4.25 -1.00
C22 -4.64 4.45 0.35
C23 -3.99 3.69 1.31
C24 -3.08 2.73 0.93
C25 -1.18 1.41 -2.56
C26 -1.19 0.38 -3.49
C27 -0.63 0.56 -4.75
C28 -0.07 1.79 -5.08
C29 -0.06 2.82 -4.16
C30 -0.61 2.63 -2.90
H1 -5.06 -0.94 1.24
H2 -6.50 0.05 2.98
H3 -7.94 2.89 0.40
H4 -6.56 2.03 -1.46
H5 -2.76 -3.52 -2.45
H6 -4.52 -5.22 -2.66
H7 -5.86 -5.88 -0.67
H8 -5.40 -4.81 1.51
H9 -3.67 -3.09 1.71
H10 -2.71 -0.14 1.93
H11 -2.21 -0.17 4.37
H12 -0.75 -1.92 5.31
H13 0.22 -3.65 3.81
H14 -0.24 -3.57 1.38
H15 -3.25 3.11 -2.43
H16 -4.87 4.84 -1.75
H17 -5.37 5.19 0.64
H18 -4.21 3.84 2.36
H19 -2.57 2.13 1.68
H20 -1.61 -0.58 -3.21
H21 -0.64 -0.25 -5.46
H22 0.36 1.93 -6.07
H23 0.38 3.78 -4.42
H24 -0.59 3.44 -2.17
C31 5.85 0.93 -1.92
C32 5.46 1.78 -0.71
C33 4.34 1.16 0.06
N2 3.14 1.61 0.07
N3 2.28 0.83 0.82
C34 2.86 -0.20 1.38
N4 2.23 -1.06 2.19
S1 4.54 -0.30 1.01
H25 6.66 1.41 -2.46
H26 5.01 0.81 -2.59
H27 6.19 -0.06 -1.62
H28 5.11 2.76 -1.03
H29 6.31 1.93 -0.05
H30 1.21 -1.05 2.20
H31 2.65 -1.95 2.41

Total energy in a.u., matching the order above: -1867.6068; -4022.7388; -3017.8347
Energy relative to the best compared isomer or geometry (same formula, charge and spin) in eV, matching the order above: 0.000; 0.709; 0.000